## a
Here is a gas-phase ion, CHO5S (charge -1) from OMol25. Energies are from wB97M-V/def2-TZVPD.

Structure (XYZ):
```
8
Properties=species:S:1:pos:R:3
S 0.6211 1.2679 0.1612
O -2.0620 -0.0261 -0.7995
O -0.4527 0.4091 0.8581
O -1.0484 -1.8420 0.0725
O 1.3822 -0.0068 -0.7412
O 1.6428 1.7177 1.0898
C -1.3161 -0.6771 -0.1804
H 1.2330 -0.8427 -0.4604
```

LUMO level (hartree): 0.14481
Frontier orbital gap (Ha): 0.3443
2S+1: 1
Molecular weight (g/mol): 125.08
Charge: -1
HOMO (eV): -5.43



## b
Here is 2 unconnected molecules or ions with the total composition CHO5S from OMol25. Energies are from wB97M-V/def2-TZVPD.

Structure (XYZ):
```
8
Properties=species:S:1:pos:R:3
S 1.2963 0.7024 0.0218
O 1.6385 -0.0323 -1.1546
O 1.3888 0.0012 1.3256
O -1.1152 0.4601 -0.5141
O -2.5193 -1.1064 0.2315
O 1.3296 2.1113 0.0316
C -1.3972 -0.6577 0.0282
H -0.6214 -1.4785 0.0302
```

LUMO level (hartree): 0.12107
Frontier orbital gap (Ha): 0.3072
2S+1: 1
Molecular weight (g/mol): 125.08
Charge: -1
HOMO (eV): -5.07



Stability, lowest: b



## a
Here is 2 unconnected molecules or ions with the total composition H6NO from OMol25. Energies are from wB97M-V/def2-TZVPD.

Structure (XYZ):
```
8
Properties=species:S:1:pos:R:3
O 2.0065 -1.1624 1.5765
N 0.0000 0.0000 0.0000
H 0.7234 -0.2964 0.6828
H 0.4038 -0.0038 -0.9562
H 2.6069 -1.6193 0.9448
H -0.3257 0.9573 0.2343
H -0.8025 -0.6572 0.0390
H 1.8251 -1.8318 2.2746
```

LUMO level (hartree): -0.15329
Frontier orbital gap (Ha): 0.4686
2S+1: 1
Molecular weight (g/mol): 36.05
Charge: +1
HOMO (eV): -16.92



## b
Here is 2 unconnected molecules or ions with the total composition H6NO from OMol25. Energies are from wB97M-V/def2-TZVPD.

Structure (XYZ):
```
8
Properties=species:S:1:pos:R:3
O -0.6555 2.4235 5.0117
N 0.0000 0.0000 0.0000
H 0.2303 -0.9641 0.3081
H -0.1261 2.6698 5.8038
H -1.5586 2.2493 5.3614
H -0.8248 -0.0257 -0.6297
H -0.2155 0.5858 0.8294
H 0.8106 0.4035 -0.5074
```

LUMO level (hartree): -0.17183
Frontier orbital gap (Ha): 0.3461
2S+1: 1
Molecular weight (g/mol): 36.05
Charge: +1
HOMO (eV): -14.09



Stability, lowest: b